Entry from the Open Molecules 2025 dataset: C3H4CuLiO as an isolated structure (ωB97M-V/def2-TZVPD).

```
10
Properties=species:S:1:pos:R:3:lowdin_charge:R:1
C -1.015 -0.542 0.353 -0.211
C -0.634 0.808 -0.208 -0.244
C 0.473 -0.435 -0.343 -0.573
O 1.591 -0.489 0.458 -0.444
Li 1.778 1.138 -0.084 0.728
H -1.711 -1.052 -0.335 0.035
H -0.323 1.605 0.491 0.059
H -1.070 1.198 -1.138 0.075
H 0.551 -1.052 -1.256 0.112
Cu 0.359 -1.178 2.062 0.463
```

As for the LUMO energy: -0.518 eV. The gap between HOMO and LUMO comes out at 6.412 eV. For the total energy, the calculation gives -50064.386 eV.



Entry from the Open Molecules 2025 dataset: C3H4CuLiO3 as an isolated structure (ωB97M-V/def2-TZVPD).

```
12
Properties=species:S:1:pos:R:3:lowdin_charge:R:1
H 0.360 -2.532 -0.305 0.099
C 0.306 -1.548 0.214 -0.496
C -0.379 -0.597 -0.751 -0.294
O -0.271 0.711 -0.085 -0.264
C -1.066 1.805 -0.360 -0.096
O -0.616 2.807 0.412 -0.006
Cu 1.638 0.633 1.064 0.570
O 1.566 -1.050 0.580 -0.450
H -0.325 -1.725 1.124 0.123
H -1.454 -0.825 -0.846 0.070
H -1.109 3.609 0.208 0.090
Li 1.348 -1.289 -1.254 0.653
```

The calculation puts the relative energy (zero: lowest compared OMol25 entry of this formula, charge and spin) at 37.8 kcal/mol. As for the LUMO energy: -0.483 eV. The gap between HOMO and LUMO comes out at 6.257 eV. For the total energy, the calculation gives -54158.008 eV.



Entry from the Open Molecules 2025 dataset: C3H4DyLiO3 as an isolated structure (ωB97M-V/def2-TZVPD).

```
12
Properties=species:S:1:pos:R:3:lowdin_charge:R:1
O 0.568 -0.624 -1.656 -0.200
C -0.409 0.071 -1.002 -0.363
C -1.126 -0.891 -0.080 -0.360
H 0.093 1.064 -1.131 0.127
H -1.094 1.272 -0.612 0.246
H -0.688 -1.908 -0.120 0.065
H -2.169 -1.024 -0.404 0.070
Li 2.232 -0.798 -1.051 0.826
O 2.022 0.542 0.732 0.158
C 1.191 1.315 1.093 -0.318
O 0.400 1.417 1.981 -0.034
Dy -1.020 -0.435 2.249 1.783
```

The calculation puts the relative energy (zero: lowest compared OMol25 entry of this formula, charge and spin) at 173.4 kcal/mol. Its total charge is +2. Its multiplicity is 6. Its expectation value of S² is 9.7968. As for the LUMO energy (alpha / beta): -10.231 / -10.540 eV. The gap between HOMO and LUMO (alpha / beta) comes out at 6.391 / 5.391 eV. For the total energy, the calculation gives -33583.348 eV.



Entry from the Open Molecules 2025 dataset: one molecule with the formula C3H4F2N2 (ωB97M-V/def2-TZVPD).

```
11
Properties=species:S:1:pos:R:3:lowdin_charge:R:1
N -0.651 1.435 0.544 -0.019
N -1.438 0.367 0.727 -0.043
C -1.007 -0.674 0.237 -0.224
C 0.253 -0.996 -0.600 0.000
C 1.407 -0.407 -0.298 -0.323
F 2.595 -0.420 -0.946 0.097
F 1.532 0.312 0.885 0.052
H 0.020 1.446 -0.170 0.051
H -1.169 2.351 0.890 0.160
H -1.557 -1.646 0.168 0.104
H 0.014 -1.769 -1.436 0.146
```

The calculation puts the relative energy (zero: lowest compared OMol25 entry of this formula, charge and spin) at 50.5 kcal/mol. Its SMILES is N/N=C\C=C(F)F. As for the LUMO energy: 0.857 eV. The gap between HOMO and LUMO comes out at 9.590 eV. For the total energy, the calculation gives -11587.918 eV.



Entry from the Open Molecules 2025 dataset: one molecule with the formula C3H4F2N2 (ωB97M-V/def2-TZVPD).

```
11
Properties=species:S:1:pos:R:3:lowdin_charge:R:1
C 0.476 -1.404 -0.113 -0.242
C -0.232 -0.094 -0.361 -0.310
C 0.801 1.136 -0.026 -0.327
N 0.812 -2.413 0.266 0.140
N -1.546 -0.117 0.325 0.234
F 1.418 0.973 1.205 0.019
F 1.823 1.143 -0.913 0.042
H -0.520 -0.147 -1.491 0.139
H 0.416 2.204 -0.106 0.160
H -1.996 -0.999 -0.027 0.109
H -1.453 -0.284 1.241 0.035
```

The calculation puts the relative energy (zero: lowest compared OMol25 entry of this formula, charge and spin) at 45.6 kcal/mol. Its multiplicity is 3. Its expectation value of S² is 2.0113. As for the LUMO energy (alpha / beta): 0.670 / -5.142 eV. The gap between HOMO and LUMO (alpha / beta) comes out at 4.804 / 6.299 eV. For the total energy, the calculation gives -11582.594 eV.



Entry from the Open Molecules 2025 dataset: a 2-piece molecular cluster, C3H4F2O overall (ωB97M-V/def2-TZVPD).

```
10
Properties=species:S:1:pos:R:3:lowdin_charge:R:1
C 0.530 -2.043 0.104 0.080
C 0.519 -0.798 -0.208 -0.121
C -0.793 1.544 -0.110 -0.401
O -1.165 0.333 -0.439 -0.042
F 1.398 0.055 -0.625 0.129
F -0.376 1.696 1.232 -0.068
H 1.515 -2.455 0.274 0.091
H -0.267 -2.424 0.715 0.086
H -1.523 2.355 -0.293 0.139
H 0.162 1.737 -0.649 0.108
```

The calculation puts the relative energy (zero: lowest compared OMol25 entry of this formula, charge and spin) at 90.7 kcal/mol. As for the LUMO energy (alpha / beta): -0.479 / -0.479 eV. The gap between HOMO and LUMO (alpha / beta) comes out at 9.804 / 9.803 eV. For the total energy, the calculation gives -10654.027 eV.